## one
C2H2ClF2NO in the gas phase. Source: the Open Molecules 2025 dataset; level of theory: wB97M-V/def2-TZVPD.

Atoms and positions in Å:
1 C -0.592 -0.128 0.672
2 C -2.029 -1.013 -1.386
3 N -1.827 -0.440 0.007
4 O 0.476 -0.197 0.222
5 F -2.499 -2.278 -1.225
6 F -3.038 -0.340 -1.960
7 Cl -0.625 -1.031 -2.496
8 H -0.785 0.024 1.798
9 H -2.719 -0.033 0.241

Output
Frontier orbital gap, eV: 11.52

## two
C2H2ClF2NO in the gas phase. Source: the Open Molecules 2025 dataset; level of theory: wB97M-V/def2-TZVPD.

Atoms and positions in Å:
1 C 1.291 -0.466 0.018
2 C -1.038 0.113 0.086
3 N 0.329 0.483 0.124
4 O 1.155 -1.638 0.099
5 F -1.405 -0.591 -1.060
6 F -1.293 -0.674 1.096
7 Cl -2.011 1.626 0.035
8 H 2.372 -0.150 -0.027
9 H 0.599 1.297 -0.371

Output
Frontier orbital gap, eV: 11.23

Among the structures above, stability is greatest for two.